{"formula": "C22H38MoO3P2S", "method": "ωB97M-V with the def2-TZVPD basis set", "charge": 2, "spin_multiplicity": 3, "total_energy_ha": -2235.10982, "symbols": ["H", "H", "H", "H", "C", "H", "H", "C", "H", "H", "H", "C", "H", "H", "H", "C", "H", "H", "C", "H", "H", "C", "H", "H", "O", "C", "H", "C", "C", "C", "C", "S", "H", "C", "H", "H", "C", "H", "C", "H", "H", "H", "O", "H", "C", "P", "O", "H", "H", "C", "C", "H", "C", "C", "H", "Mo", "H", "H", "C", "P", "H", "C", "H", "C", "H", "H", "H"], "coordinates": [[-0.29313, -1.57298, -3.09992], [4.15964, 3.81604, -2.89385], [1.63129, 0.00925, 1.35075], [-0.33086, -5.25408, 5.13922], [-2.16488, -6.46639, 2.55526], [3.02780, 2.45802, 1.35038], [0.56863, 0.14636, 2.80665], [-1.44075, 1.45816, -0.77216], [0.75738, 4.55693, -4.29788], [0.80142, 6.25074, -2.66162], [1.08412, 0.97414, -3.29502], [1.25138, 2.03373, -3.09675], [-1.87983, 0.73850, -0.05847], [-2.59078, -1.86249, -2.77786], [-3.39583, -2.65802, -1.36255], [2.57715, 2.54833, -3.60502], [-0.87758, 2.35198, -3.25592], [0.68900, -3.94467, 3.27625], [-1.19810, 2.77470, -0.35181], [-0.90037, 4.59147, -3.81226], [-1.65831, 3.18238, 0.53500], [0.06932, 2.86819, -3.07523], [-2.88061, -7.95832, 4.59273], [-0.26326, 2.30825, 3.73465], [1.10255, -2.96933, 0.86456], [0.10386, 4.33378, -3.44325], [-3.22803, -0.86408, -1.42935], [-0.56016, -4.85183, 1.77848], [-2.17353, -7.22069, 4.96747], [-1.61073, -5.72885, 1.50973], [-0.50881, 2.80314, 2.78349], [0.22716, -4.04047, 0.43059], [3.27483, 3.85517, -0.71903], [1.32794, 4.73262, -1.19014], [1.26636, 5.25555, -0.21518], [-1.97026, -5.86660, 0.48565], [0.42222, 5.29448, -2.26127], [2.55780, 2.73565, -4.69021], [-0.11577, -4.65372, 3.08649], [2.78670, 4.72242, -3.52623], [1.02605, -1.55028, -1.89622], [2.22184, 3.98079, 1.85089], [0.67960, -4.99175, -0.55213], [-1.35145, -7.75056, 5.45707], [-1.67329, -6.34828, 3.86079], [-1.13660, -1.85738, -0.85221], [-1.20101, -3.36873, -0.18410], [-2.97262, -7.17404, 2.34333], [-0.53726, 5.56518, -1.79882], [-2.75822, -1.82324, -1.69027], [-0.68603, -5.39461, 4.11762], [-0.97417, 3.55477, -1.13233], [0.10032, -2.06321, -2.19849], [0.68329, 0.39210, 1.74357], [-1.55367, 2.58426, 2.52661], [0.85167, 2.71869, -1.18103], [-0.39267, 3.89026, 2.90001], [3.33933, 1.76122, -3.48478], [3.05412, 3.85019, -2.90672], [0.64982, 2.18638, 1.51787], [0.32436, -3.12171, -2.41036], [2.24490, 2.88909, 1.98732], [2.40760, 2.63718, 3.04175], [2.50413, 3.98120, -1.49893], [-1.70427, 1.28672, -1.81698], [-2.67475, -6.62324, 5.73218], [-0.11599, -0.09845, 1.16797]], "atomic_forces_ev_per_a": [[0.045, -0.057, 0.296], [-0.543, 0.197, 0.139], [-0.091, -0.053, 0.217], [-0.037, -0.047, -0.288], [0.084, 0.015, -0.339], [-0.078, 0.120, 0.294], [0.127, -0.112, -0.262], [-1.058, 1.077, 0.067], [0.040, -0.385, 0.297], [0.060, -0.346, 0.093], [-0.155, -0.005, 0.265], [-0.126, 0.561, -1.292], [0.204, 0.689, -0.294], [0.017, -0.015, 0.405], [0.331, 0.305, 0.023], [0.750, 0.092, -0.487], [0.205, 0.218, 0.044], [-0.187, -0.183, 0.040], [-1.187, -1.850, -0.679], [0.269, 0.036, 0.143], [0.414, 0.016, 0.249], [0.274, -0.620, -1.918], [0.000, -0.006, 0.054], [-0.118, 0.215, -0.213], [-1.245, -0.456, -0.693], [-0.547, 0.690, -0.665], [-0.188, -0.330, -0.242], [-0.028, -0.001, 0.267], [-0.188, -0.072, 0.093], [-0.137, -0.361, -0.122], [-0.008, 0.030, -0.004], [1.076, -1.622, 0.923], [-0.496, 0.245, -0.093], [0.611, 0.966, 0.338], [0.003, -0.438, -0.487], [0.111, 0.002, 0.393], [-0.352, 0.770, -0.367], [-0.186, -0.136, 0.165], [0.185, 0.139, -0.024], [0.089, -0.272, 0.366], [-0.163, -0.287, -0.231], [-0.018, -0.386, 0.083], [-0.725, 1.362, 0.603], [-0.053, 0.090, -0.103], [0.083, 0.200, -0.191], [-0.243, -3.084, -1.423], [0.452, 2.099, -0.373], [0.339, 0.267, 0.063], [0.227, 0.005, 0.094], [-0.236, 0.688, 0.381], [0.295, 0.169, -0.178], [-0.219, 0.023, 0.048], [0.717, 0.932, 0.201], [0.160, -0.150, 0.012], [0.269, -0.007, 0.151], [-1.287, -2.350, 4.290], [-0.044, -0.314, -0.045], [-0.268, 0.231, 0.143], [0.450, -0.159, -0.672], [0.527, 0.958, -0.789], [-0.314, 0.269, 0.355], [0.146, -0.346, 0.705], [0.462, 0.246, -0.146], [0.782, 0.464, -0.069], [0.572, -0.155, 0.157], [0.013, -0.027, -0.014], [0.137, 0.242, 0.246]]}